(1)
Below is a 2-piece molecular cluster, C12H13FO5 overall, with properties calculated with ωB97M-V/def2-TZVPD.

Structure (XYZ):
```
31
C12H13FO5 (ωB97M-V/def2-TZVPD)
C 2.675 -1.721 0.776
C 2.030 -0.971 -0.417
C 1.979 0.525 -0.059
C 0.988 1.357 -0.948
C 1.458 2.820 -0.859
C -0.388 1.145 -0.333
C -0.827 1.892 0.669
C -2.145 1.668 1.279
O -2.581 2.397 2.142
C -2.879 0.497 0.802
F -4.007 0.266 1.456
C -2.481 -0.285 -0.182
C -1.217 0.041 -0.865
O -0.881 -0.599 -1.828
H 2.057 -1.588 1.665
H 2.728 -2.785 0.533
H 3.673 -1.297 0.934
H 1.029 -1.371 -0.566
H 2.652 -1.074 -1.313
H 1.564 0.592 0.954
H 2.969 0.999 -0.020
H 1.011 0.986 -1.975
H 1.631 3.057 0.194
H 2.434 2.894 -1.356
H 0.791 3.534 -1.348
H -0.238 2.699 1.090
H -3.087 -1.150 -0.497
C -2.762 -3.624 0.004
O -3.738 -2.990 -0.507
O -2.212 -3.257 1.118
O -2.225 -4.659 -0.542
```

multiplicity: 1
E_HOMO: 1.524 eV
frontier orbital gap: 3.0 eV
total charge: -2

(2)
Below is one molecule with the formula C12H13N, with properties calculated with ωB97M-V/def2-TZVPD.

Structure (XYZ):
```
26
C12H13N (ωB97M-V/def2-TZVPD)
C 3.326 -1.616 0.101
C 3.514 -0.394 -0.581
C 2.129 -1.809 0.767
C 2.497 0.507 -0.682
C 1.227 -0.783 0.815
C 1.291 0.395 0.094
C -1.674 -1.424 -1.031
C -2.019 0.401 0.611
C -2.498 -0.808 -0.249
C 0.229 1.407 0.168
C -3.982 -1.108 -0.168
C 0.671 2.836 -0.218
N -1.008 1.226 0.619
H 4.002 -2.375 0.091
H 4.343 -0.165 -1.122
H 1.775 -2.637 1.330
H 2.728 1.320 -1.419
H 0.289 -1.020 1.385
H -0.622 -1.419 -1.429
H -2.499 0.680 1.550
H -4.028 -2.095 -0.555
H -4.434 -0.245 -0.658
H -4.269 -1.259 0.812
H 0.406 3.514 0.603
H 0.101 3.322 -1.124
H 1.742 2.915 -0.385
```

multiplicity: 1
E_HOMO (spin up / spin down): -6.363 / -8.256 eV
frontier orbital gap (spin up / spin down): 6.2 / 8.0 eV

(3)
Below is C12H13N2 as an isolated structure, with properties calculated with ωB97M-V/def2-TZVPD.

Structure (XYZ):
```
27
C12H13N2 (ωB97M-V/def2-TZVPD)
C 0.422 -1.160 1.431
C 0.259 0.154 1.444
C 0.750 2.049 -2.986
C -0.550 2.404 -2.515
C 1.739 1.680 -2.130
C -0.845 2.057 -1.246
C 1.440 1.537 -0.764
C 0.128 1.580 -0.381
C 0.072 -3.121 1.204
C 1.166 -2.333 1.854
C -0.421 1.040 0.798
C -1.657 1.692 1.398
N -0.538 -1.992 0.878
N -0.116 -4.356 0.714
H 1.049 2.187 -4.113
H -1.307 2.835 -3.079
H 2.698 1.196 -2.555
H -1.815 1.836 -0.965
H 2.179 1.507 -0.042
H 2.172 -2.462 1.471
H 1.235 -2.389 2.959
H -2.333 2.147 0.697
H -1.366 2.387 2.219
H -2.356 0.849 1.795
H -1.486 -1.617 0.746
H 0.339 -5.133 0.984
H -0.855 -4.573 0.184
```

multiplicity: 1
E_HOMO: -11.854 eV
frontier orbital gap: 8.3 eV
total charge: +1

(4)
Below is an isolated ion of composition C12H13N2 and charge +1, with properties calculated with ωB97M-V/def2-TZVPD.

Structure (XYZ):
```
27
C12H13N2 (ωB97M-V/def2-TZVPD)
C 2.457 -0.506 -0.689
C 1.545 0.131 -1.231
C -3.533 -0.776 -1.243
C -3.240 0.034 -0.104
C -2.551 -0.925 -2.234
C -1.956 0.425 0.121
C -1.290 -0.431 -1.989
C -0.929 0.204 -0.807
C 1.955 -0.466 1.617
C 3.034 -0.873 0.496
C 0.443 0.705 -0.628
C 0.595 2.280 -0.445
N 0.926 0.129 1.239
N 2.285 -0.864 2.890
H -4.446 -1.282 -1.344
H -3.944 0.252 0.665
H -2.870 -1.401 -3.161
H -1.587 0.948 0.982
H -0.640 -0.859 -2.681
H 3.387 -1.881 0.712
H 4.013 -0.277 0.712
H 0.421 2.535 0.587
H -0.140 2.754 -1.190
H 1.748 2.444 -0.567
H 0.076 0.324 1.740
H 2.903 -1.704 3.183
H 1.339 -0.920 3.369
```

multiplicity: 1
E_HOMO: -12.740 eV
frontier orbital gap: 8.5 eV
total charge: +1

(5)
Below is an isolated ion of composition C12H13N2O and charge +1, with properties calculated with ωB97M-V/def2-TZVPD.

Structure (XYZ):
```
28
C12H13N2O (ωB97M-V/def2-TZVPD)
C -2.033 0.089 -2.805
C -1.232 -2.214 1.399
C -2.457 -0.760 -1.828
C -1.976 -2.022 0.254
C -0.820 0.752 -2.665
C -0.050 -1.484 1.484
C -1.694 -1.046 -0.683
C -0.449 -0.387 -0.509
C 0.017 0.458 -1.626
C 1.640 0.912 0.744
C 2.593 0.568 1.888
C 0.626 1.984 1.027
N 0.330 -0.633 0.595
N 2.261 0.857 -0.442
O 1.281 1.055 -1.574
H -2.660 0.190 -3.709
H -1.427 -3.033 2.061
H -3.436 -1.354 -1.929
H -2.983 -2.530 0.274
H -0.419 1.503 -3.415
H 0.545 -1.457 2.392
H 3.536 1.123 1.836
H 2.802 -0.459 2.034
H 2.074 0.963 2.735
H -0.365 1.667 0.880
H 0.824 2.963 0.408
H 0.694 2.263 2.020
H 2.777 0.034 -0.847
```

multiplicity: 1
E_HOMO: -12.236 eV
SMILES: CC(C)=[NH+]Oc1cccc2cccnc12
frontier orbital gap: 8.2 eV
total charge: +1

(6)
Below is one molecule with the formula C12H13N3O3S, with properties calculated with ωB97M-V/def2-TZVPD.

Structure (XYZ):
```
32
C12H13N3O3S (ωB97M-V/def2-TZVPD)
C -1.870 -2.675 0.148
N -2.009 -1.245 -0.038
C -1.002 -0.502 -0.596
C -1.137 0.834 -0.761
C -2.322 1.531 -0.326
O -2.502 2.725 -0.427
N -3.296 0.698 0.237
C -3.202 -0.659 0.386
O -4.091 -1.324 0.866
C -4.538 1.300 0.692
H -4.669 1.116 1.757
H -4.474 2.368 0.494
H -5.379 0.862 0.155
H -0.380 1.419 -1.252
N 0.125 -1.212 -1.004
C 1.462 -1.004 -0.745
O 2.282 -1.692 -1.298
C 1.790 0.029 0.323
C 3.232 0.400 0.285
C 3.788 1.550 -0.182
C 5.198 1.554 -0.099
C 5.690 0.403 0.424
S 4.445 -0.710 0.824
H 6.712 0.134 0.599
H 5.812 2.377 -0.416
H 3.212 2.374 -0.566
H 1.175 0.919 0.208
H 1.542 -0.435 1.284
H -0.045 -2.032 -1.576
H -1.926 -3.202 -0.807
H -0.924 -2.904 0.639
H -2.700 -2.999 0.774
```

multiplicity: 1
E_HOMO: -8.931 eV
SMILES: Cn1c(NC(=O)Cc2cccs2)cc(=O)n(C)c1=O
frontier orbital gap: 9.3 eV

(7)
Below is one molecule with the formula C12H13N3O3S2, with properties calculated with ωB97M-V/def2-TZVPD.

Structure (XYZ):
```
33
C12H13N3O3S2 (ωB97M-V/def2-TZVPD)
O -4.555 -1.593 0.257
C -3.558 -1.068 -0.197
N -3.516 0.246 -0.499
C -2.405 1.015 -1.002
H -2.781 1.639 -1.821
C -1.864 1.909 0.132
H -1.096 1.392 0.712
O -2.874 2.238 1.060
C -4.128 2.411 0.445
H -4.796 2.781 1.224
C -4.648 1.076 -0.119
H -5.294 1.252 -0.987
H -5.214 0.522 0.632
H -4.059 3.170 -0.348
H -1.426 2.823 -0.299
H -1.609 0.386 -1.398
C -2.314 -1.907 -0.465
H -2.617 -2.953 -0.415
H -1.827 -1.694 -1.413
S -1.065 -1.681 0.857
C 0.236 -1.039 -0.069
N 0.249 -0.729 -1.334
N 1.475 -0.251 -1.604
C 2.158 -0.288 -0.499
C 3.508 0.122 -0.311
C 4.354 0.631 -1.264
C 5.622 0.937 -0.742
C 5.723 0.659 0.587
S 4.274 0.017 1.239
H 6.571 0.795 1.229
H 6.426 1.345 -1.327
H 4.054 0.769 -2.286
O 1.415 -0.786 0.531
```

multiplicity: 1
E_HOMO: -8.469 eV
SMILES: O=C(CSc1nnc(-c2cccs2)o1)N1CCOCC1
frontier orbital gap: 8.5 eV

(8)
Below is a 2-piece molecular cluster, C12H13NO overall, with properties calculated with ωB97M-V/def2-TZVPD.

Structure (XYZ):
```
27
C12H13NO (ωB97M-V/def2-TZVPD)
C 2.048 0.220 0.249
C -1.722 -2.484 -2.135
C -0.491 -2.028 -2.583
C -2.129 -2.075 -0.842
C 0.407 -1.314 -1.713
C -1.368 -1.247 -0.109
C -0.057 -0.921 -0.477
C 0.324 1.845 -1.483
C 0.578 0.390 2.871
C 0.542 2.369 1.387
C 0.039 0.954 1.467
C 0.687 0.133 0.325
N 3.171 0.105 0.001
O 1.228 2.188 -2.200
H -2.440 -3.147 -2.723
H -0.137 -2.166 -3.620
H -2.996 -2.400 -0.379
H 1.291 -0.957 -2.211
H -1.704 -0.927 0.880
H -0.712 1.773 -1.782
H 0.020 1.006 3.598
H 0.466 -0.699 3.092
H 1.721 0.357 2.987
H 0.168 3.144 2.115
H 1.755 2.259 1.498
H 0.352 2.821 0.408
H -1.040 0.803 1.378
```

multiplicity: 1
E_HOMO (spin up / spin down): -8.330 / -7.940 eV
frontier orbital gap (spin up / spin down): 7.3 / 7.8 eV

Number 1: E -941.0493 a.u.. Number 2: E -519.5962 a.u.. Number 3: E -574.1763 a.u.. Number 4: E -574.1596 a.u.. Number 5: E -649.4756 a.u.. Number 6: E -1253.3057 a.u.. Number 7: E -1651.4055 a.u.. Number 8: E -594.8922 a.u..